Record 1
{"formula": "C5H8O", "method": "ωB97M-V with the def2-TZVPD basis set", "symbols": ["O", "C", "H", "H", "C", "C", "C", "H", "H", "H", "H", "H", "C", "H"], "coordinates": [[-2.19594, -1.56729, 0.52289], [0.07861, 1.05898, -1.07242], [-0.09123, -1.80877, -0.97231], [-1.21137, 1.94691, 0.31163], [1.29609, -1.08598, 0.46612], [0.07837, -1.29462, -0.02889], [-1.14811, -1.00140, 0.74779], [1.46407, -0.45806, 1.34310], [0.50932, 2.66346, 0.21713], [2.17106, -1.51922, -0.00911], [1.06861, 0.85740, -1.48523], [-1.04158, -0.29404, 1.59928], [-0.20992, 1.93132, -0.11920], [-0.76797, 0.57130, -1.52079]], "atomic_forces_ev_per_a": [[0.39, 0.49, 0.10], [-0.28, 0.96, -0.32], [0.09, -0.19, 0.24], [0.18, 0.35, -0.27], [-0.09, -0.27, 0.02], [0.27, -0.66, 0.40], [-0.24, -0.32, -0.02], [-0.14, -0.35, -0.07], [0.14, -0.19, 0.47], [-0.05, 0.26, -0.04], [-0.35, 0.42, 0.01], [0.01, -0.12, -0.16], [0.04, 0.33, -0.22], [0.04, -0.73, -0.15]], "lowdin_charge": [0.05, -0.12, 0.12, 0.06, 0.01, -0.20, -0.30, 0.08, 0.05, 0.07, 0.07, 0.12, -0.08, 0.06], "molar_mass_g_mol": 84.1, "gap_ev": 9.77, "smiles": "C=CC=O.C=C", "spin_multiplicity": 1, "homo_ev": -9.40, "largest_force_ev_per_a": 1.1, "de_lowest_kcal_mol": 62.2}

Record 2
{"formula": "C5H8O", "method": "ωB97M-V with the def2-TZVPD basis set", "symbols": ["C", "H", "H", "C", "H", "H", "H", "C", "O", "H", "C", "H", "H", "C"], "coordinates": [[1.67090, -0.58507, 0.20881], [-2.10797, -0.47013, 0.31249], [-0.62335, 0.83770, -1.68742], [0.00312, 1.11902, 0.90451], [-0.88157, -1.67691, -0.00115], [-2.02248, -1.20932, -1.24382], [0.13301, 0.63957, 1.91419], [-1.40503, -0.83583, -0.41755], [2.80452, -0.78250, -0.14764], [1.48235, 1.34740, -0.72660], [0.90592, 0.63091, -0.15595], [1.09852, -1.34594, 0.79131], [-0.60168, 2.00810, 0.95427], [-0.45627, 0.32300, -0.70545]], "atomic_forces_ev_per_a": [[0.46, -0.10, -0.08], [-0.36, -0.23, 0.26], [-0.40, 0.38, 1.60], [-1.02, -0.57, -0.94], [0.10, -0.52, 0.30], [0.55, 0.32, -0.24], [-0.94, -0.29, -1.38], [0.27, 0.11, -0.11], [-0.12, -0.18, 0.18], [0.13, -0.12, -0.19], [0.35, -0.06, -0.21], [0.27, 0.19, -0.04], [0.87, 0.69, -0.37], [-0.16, 0.38, 1.22]], "lowdin_charge": [-0.24, 0.06, 0.13, 0.00, 0.05, 0.08, 0.11, -0.10, 0.07, 0.14, -0.35, 0.13, 0.07, -0.14], "molar_mass_g_mol": 84.1, "gap_ev": 9.47, "smiles": "C[C@H]1C[C@H]1C=O", "spin_multiplicity": 1, "homo_ev": -8.50, "largest_force_ev_per_a": 1.7, "de_lowest_kcal_mol": 77.5}

Record 3
{"formula": "C5H8O", "method": "ωB97M-V with the def2-TZVPD basis set", "symbols": ["H", "C", "C", "H", "C", "C", "H", "H", "H", "O", "H", "H", "H", "C"], "coordinates": [[1.38770, 1.45683, -2.21572], [0.35474, 1.29158, -1.91100], [0.49477, 0.84830, 0.83787], [0.66934, 1.02029, 1.92202], [-0.08547, -0.40647, -0.12549], [-0.57970, -1.78365, 0.31114], [-0.87355, -0.92683, 1.99402], [-0.20751, 1.62548, 0.55936], [-0.34067, 2.12485, -2.01172], [-1.28601, -1.66415, 1.52799], [-1.27658, -2.24998, -0.40444], [0.26275, -2.49234, 0.41641], [1.47841, 0.96943, 0.39297], [0.00178, 0.18666, -1.29342]], "atomic_forces_ev_per_a": [[-0.23, -0.12, -0.26], [-0.15, -0.30, -0.40], [-0.17, -0.74, -0.11], [-0.56, -1.45, -0.15], [0.31, 0.78, 0.37], [0.28, 0.30, -0.24], [-0.15, -0.15, 0.19], [0.37, 0.32, -0.02], [0.04, -0.24, -0.28], [0.03, 0.12, 0.28], [0.32, 0.49, 0.00], [-0.09, 0.34, 0.05], [-0.11, 0.49, 0.07], [0.11, 0.17, 0.49]], "lowdin_charge": [0.07, -0.01, -0.03, 0.07, -0.18, -0.23, 0.07, 0.06, 0.07, -0.07, 0.12, 0.12, 0.06, -0.11], "molar_mass_g_mol": 84.1, "gap_ev": 10.10, "smiles": "C=C=C(C)CO", "spin_multiplicity": 1, "homo_ev": -9.40, "largest_force_ev_per_a": 1.6, "de_lowest_kcal_mol": 87.9}

Record 4
{"formula": "C5H8O", "method": "ωB97M-V with the def2-TZVPD basis set", "symbols": ["C", "H", "C", "O", "C", "H", "H", "H", "H", "H", "H", "H", "C", "C"], "coordinates": [[-1.06734, 0.46996, -0.67330], [-3.00450, 1.09233, -0.20016], [1.48895, -1.72282, 0.39518], [1.02171, -0.44848, 0.79641], [-1.97854, 1.32685, 0.09870], [0.57767, 1.39141, 0.19394], [1.51496, 0.49250, -0.98518], [-1.88543, 1.12473, 1.17113], [2.39028, -1.62836, -0.22741], [1.73430, -2.26460, 1.31107], [-1.80213, 2.39168, -0.08773], [0.72484, -2.26177, -0.17547], [-0.42548, -0.35929, -1.36849], [0.71069, 0.39585, -0.24870]], "atomic_forces_ev_per_a": [[0.16, -0.31, -0.25], [0.15, 0.02, 0.03], [0.12, -0.27, -0.05], [-0.09, 0.05, 0.06], [-0.03, 0.00, 0.01], [-0.05, -0.12, -0.10], [-0.14, -0.04, 0.08], [0.00, 0.03, -0.17], [-0.13, -0.01, 0.09], [-0.03, 0.08, -0.16], [0.00, -0.18, 0.02], [0.11, 0.08, 0.10], [-0.45, 0.40, 0.26], [0.39, 0.26, 0.09]], "lowdin_charge": [-0.22, 0.09, -0.10, -0.17, -0.07, 0.13, 0.12, 0.09, 0.09, 0.09, 0.09, 0.07, 0.06, -0.26], "molar_mass_g_mol": 84.1, "gap_ev": 10.63, "spin_multiplicity": 1, "homo_ev": -9.71, "largest_force_ev_per_a": 0.7, "de_lowest_kcal_mol": 107.8}

Record 5
{"formula": "C5H8O", "method": "ωB97M-V with the def2-TZVPD basis set", "symbols": ["H", "C", "H", "H", "C", "H", "C", "H", "H", "C", "C", "O", "H", "H"], "coordinates": [[1.50641, -0.15510, -1.16804], [0.59431, 0.80502, 0.58054], [1.25212, 1.66822, 0.44710], [1.85979, -0.97133, 0.36354], [-0.83393, 1.06924, 0.08212], [-0.83207, -0.84551, -1.24708], [-1.61554, -0.22897, -0.13989], [-0.85463, 1.64983, -0.84846], [0.56663, 0.56726, 1.64651], [1.08910, -0.42551, -0.18987], [-0.14131, -1.28882, -0.37950], [-1.03493, -1.20851, 0.71032], [-1.42798, 1.63119, 0.81497], [-0.03414, -2.32224, -0.71244]], "atomic_forces_ev_per_a": [[-0.06, -0.05, 0.13], [0.02, 0.00, 0.07], [-0.11, -0.11, 0.00], [-0.09, 0.07, -0.06], [-0.03, 0.01, -0.07], [-0.01, 0.00, -0.06], [0.07, 0.17, 0.14], [-0.03, -0.07, 0.13], [0.03, 0.06, -0.14], [0.00, -0.03, 0.00], [0.29, -0.16, -0.05], [-0.13, 0.04, 0.04], [0.05, -0.07, -0.09], [-0.02, 0.14, -0.03]], "lowdin_charge": [0.12, -0.19, 0.11, 0.12, -0.20, 0.14, -0.05, 0.11, 0.11, -0.15, -0.26, -0.12, 0.12, 0.15], "molar_mass_g_mol": 84.1, "gap_ev": 9.30, "spin_multiplicity": 1, "homo_ev": -8.29, "largest_force_ev_per_a": 0.3, "de_lowest_kcal_mol": 96.6}

Record 6
{"formula": "C5H8O", "method": "ωB97M-V with the def2-TZVPD basis set", "symbols": ["H", "C", "C", "C", "H", "H", "O", "C", "H", "H", "H", "C", "H", "H"], "coordinates": [[-1.31091, 1.54895, 1.55454], [0.72676, 0.31284, -1.69231], [0.47182, -1.03828, 0.07554], [-0.40840, 0.95114, 1.43517], [0.38691, -2.10738, -0.08890], [1.39791, 0.98670, -1.17754], [-1.78423, -0.96458, 0.97376], [-0.76501, -0.31956, 0.67260], [0.88298, 0.22461, -2.76082], [0.35867, 1.54788, 0.93756], [-1.01075, -0.90794, -1.64341], [-0.34308, -0.25938, -1.08985], [1.43515, -0.64606, 0.38031], [-0.03785, 0.67104, 2.42336]], "atomic_forces_ev_per_a": [[0.05, 0.06, 0.05], [-1.43, 0.77, -1.03], [-2.53, 1.07, 2.15], [-0.29, 0.42, -0.70], [0.03, 0.16, -0.03], [0.29, -0.44, 0.29], [-0.20, 0.73, -0.88], [1.96, -2.60, 2.65], [-0.11, 0.34, -0.27], [-0.02, 0.02, 0.01], [-0.08, 0.20, -0.01], [2.46, -0.49, -1.65], [-0.03, -0.09, -0.44], [-0.10, -0.15, -0.13]], "lowdin_charge": [0.08, 0.09, -0.03, -0.02, 0.12, 0.08, -0.03, -0.62, 0.08, 0.07, 0.12, -0.14, 0.10, 0.09], "molar_mass_g_mol": 84.1, "gap_ev": [7.62, 7.62], "spin_multiplicity": 1, "homo_ev": [-8.03, -8.03], "largest_force_ev_per_a": 4.2, "de_lowest_kcal_mol": 96.4}

Record 7
{"formula": "C5H8O", "method": "ωB97M-V with the def2-TZVPD basis set", "symbols": ["C", "H", "H", "H", "H", "H", "C", "H", "H", "C", "C", "C", "H", "O"], "coordinates": [[-1.87147, -1.01325, -0.30112], [-3.02445, 0.66208, 0.04246], [2.17327, 1.72988, -0.12025], [0.92836, -0.99131, 1.43821], [0.53167, 1.93024, -0.74166], [0.79022, 1.46085, 0.95069], [1.05092, -1.14390, 0.36645], [1.06253, -2.17164, 0.01517], [1.26407, -0.32037, -1.54151], [-2.10800, 0.14085, 0.28200], [1.15533, 1.32648, -0.07348], [1.15573, -0.11907, -0.47511], [-1.40064, 0.54829, 0.99129], [-1.70755, -2.03913, -0.83313]], "atomic_forces_ev_per_a": [[-0.01, -0.63, -0.34], [0.05, -0.08, 0.03], [-0.12, 0.01, -0.03], [0.05, 0.01, -0.14], [0.07, -0.12, 0.09], [0.11, -0.04, -0.13], [0.06, 0.13, -0.10], [0.02, 0.16, 0.04], [0.01, -0.01, 0.16], [-0.01, -0.11, -0.04], [0.01, 0.04, 0.06], [0.05, -0.16, 0.13], [-0.08, -0.11, -0.17], [-0.21, 0.91, 0.45]], "lowdin_charge": [-0.29, 0.06, 0.07, 0.07, 0.07, 0.07, -0.04, 0.06, 0.10, 0.00, -0.12, -0.25, 0.05, 0.15], "molar_mass_g_mol": 84.1, "gap_ev": 10.15, "smiles": "C=C=O.C=CC", "spin_multiplicity": 1, "homo_ev": -9.16, "largest_force_ev_per_a": 1.0, "de_lowest_kcal_mol": 43.6}

Record 8
{"formula": "C5H8O", "method": "ωB97M-V with the def2-TZVPD basis set", "symbols": ["H", "H", "H", "H", "C", "C", "H", "H", "H", "H", "C", "C", "O", "C"], "coordinates": [[-1.72232, -0.32393, -1.35061], [-0.03742, 1.58275, 1.59819], [0.31797, 2.16329, -0.06584], [2.01054, 0.43571, -1.00094], [-0.15712, 1.37258, 0.52878], [-0.80124, -0.98915, 0.65709], [-0.66944, -2.02774, 0.36188], [2.11945, -1.01502, 0.00931], [1.24810, -1.06743, -1.52806], [-1.16105, -0.83554, 1.67350], [-1.24997, -0.05036, -0.41096], [0.18519, -0.02805, 0.03440], [-1.54176, 1.22636, 0.14583], [1.45906, -0.44348, -0.65258]], "atomic_forces_ev_per_a": [[0.07, 0.02, 0.17], [-0.02, -0.02, -0.11], [-0.05, -0.13, 0.08], [-0.08, -0.10, 0.00], [0.28, 0.13, 0.17], [0.00, -0.11, 0.12], [-0.02, 0.17, -0.01], [-0.11, 0.13, -0.05], [0.03, 0.05, 0.14], [0.06, 0.00, -0.15], [-0.17, -0.20, -0.29], [0.15, 0.01, -0.05], [-0.11, 0.08, 0.01], [-0.02, -0.02, -0.01]], "lowdin_charge": [0.15, 0.12, 0.12, 0.08, -0.12, -0.03, 0.11, 0.08, 0.08, 0.12, -0.24, -0.38, -0.07, -0.03], "molar_mass_g_mol": 84.1, "gap_ev": 10.25, "spin_multiplicity": 1, "homo_ev": -9.19, "largest_force_ev_per_a": 0.4, "de_lowest_kcal_mol": 53.5}